The following is a DFT calculation (wB97M-V/def2-TZVPD) of a 4-piece molecular cluster, C25H54N8OP overall in a non-equilibrium geometry.

Last columns: bonded neighbours and bond lengths (Å).
Geometry (Å):
1 H -2.75395 5.87998 -0.09484  C19 1.094
2 H -1.29512 0.81272 0.39771  C52 1.077
3 C 0.82967 -5.14853 -1.08172  N4 1.450, C17 1.533, H49 1.093, H78 1.099
4 N 0.68030 -6.55900 -0.78271  C3 1.450, C57 1.456, C88 1.449
5 C -1.47106 -2.69982 1.74731  H24 1.080, N67 1.305, N68 1.318
6 H 1.90209 0.76312 1.96935  C84 1.096
7 H -1.56880 8.57941 -0.38094  C54 1.090
8 C 1.73686 -1.36299 0.41768  H9 1.092, C15 1.520, H20 1.093, H50 1.092
9 H 1.60854 -1.39902 1.50167  C8 1.092
10 N 3.19056 0.63598 0.34947  C15 1.450, C23 1.455, C84 1.454
11 H 2.32815 -7.11323 -1.92659  C57 1.092
12 H 4.24919 2.36738 -0.11945  C23 1.093
13 O -5.96640 -2.24924 0.88999  P58 1.453
14 H 0.06824 -3.47953 -2.22468  C17 1.093
15 C 3.08141 -0.77282 0.02507  C8 1.520, N10 1.450, H26 1.093, H45 1.100
16 H 4.22455 1.15802 -1.36333  C23 1.095
17 C 0.02750 -4.57184 -2.25447  C3 1.533, H14 1.093, H56 1.091, H61 1.088
18 H 6.00970 1.17938 1.11117  C39 1.089
19 C -2.41179 5.99087 -1.12826  H1 1.094, H29 1.100, N42 1.451, C66 1.522
20 H 1.65492 -2.38710 0.04360  C8 1.093
21 H 6.46448 1.24361 -0.57866  C39 1.091
22 H -1.86001 3.91840 4.08519  C89 1.081
23 C 4.32796 1.28909 -0.28143  N10 1.455, H12 1.093, H16 1.095, C39 1.532
24 H -0.58130 -3.29696 1.61613  C5 1.080
25 H 1.47740 -8.42626 -1.19916  C57 1.093
26 H 3.19131 -0.88588 -1.05656  C15 1.093
27 H 1.05260 -8.64692 -3.50672  C43 1.091
28 H -5.35485 -3.50931 2.86392  P58 1.410
29 H -2.79759 6.95835 -1.48190  C19 1.100
30 C -0.54913 2.63010 1.23988  C52 1.378, C70 1.381, H83 1.077
31 H -2.68376 3.89990 -1.62942  C66 1.092
32 H 3.36525 0.46486 3.79396  C62 1.092
33 H -2.99048 -4.15728 1.71346  N68 1.008
34 H -0.97741 -6.20105 0.40696  C88 1.098
35 H -0.72380 6.46111 0.84735  C71 1.097
36 H -1.38893 -6.85126 -1.17795  C88 1.101
37 H 5.83748 -0.25630 0.08925  C39 1.090
38 C -2.70925 -1.03920 2.00698  N41 1.319, N67 1.353, N87 1.359
39 C 5.73353 0.82878 0.11774  H18 1.089, H21 1.091, C23 1.532, H37 1.090
40 H 0.69999 -6.94837 -3.74784  C43 1.089
41 N -3.15833 0.19427 2.13576  C38 1.319, C51 1.465, H85 1.008
42 N -0.96197 5.94160 -1.13203  C19 1.451, C71 1.448, C77 1.455
43 C 0.60452 -7.76896 -3.03867  H27 1.091, H40 1.089, C57 1.533, H80 1.091
44 H 3.90818 -0.76178 2.65826  C62 1.091
45 H 3.88170 -1.37372 0.48265  C15 1.100
46 H -0.01821 -8.42204 1.06727  C81 1.091
47 H -4.13376 4.89261 -1.80596  C66 1.091
48 H -0.55581 -9.09317 -0.47975  C81 1.090
49 H 1.88856 -4.92647 -1.23701  C3 1.093
50 H 0.91670 -0.78155 -0.00905  C8 1.092
51 C -2.28595 1.36889 2.20359  N41 1.465, C52 1.365, N63 1.297
52 C -1.38023 1.53194 1.19550  H2 1.077, C30 1.378, C51 1.365
53 H -0.60685 5.04895 -2.96985  C77 1.094
54 C -0.52588 8.29943 -0.23076  H7 1.090, H60 1.092, C71 1.532, H82 1.089
55 H 3.02719 2.07018 1.84722  C84 1.093
56 H -1.02435 -4.85946 -2.21876  C17 1.091
57 C 1.31989 -7.47599 -1.71516  N4 1.456, H11 1.092, H25 1.093, C43 1.533
58 P -5.25562 -2.29329 2.15682  O13 1.453, H28 1.410, H59 1.409, N87 1.747
59 H -5.58117 -1.27102 3.07063  P58 1.409
60 H -0.19254 8.77101 0.69598  C54 1.092
61 H 0.43872 -4.87561 -3.21477  C17 1.088
62 C 3.81816 0.31471 2.81142  H32 1.092, H44 1.091, H64 1.088, C84 1.533
63 N -2.50205 2.13283 3.22873  C51 1.297, C89 1.331
64 H 4.81814 0.74163 2.85465  C62 1.088
65 C -0.63043 7.15116 -3.36491  H73 1.091, H76 1.092, C77 1.533, H86 1.088
66 C -3.05195 4.87829 -1.94570  C19 1.522, H31 1.092, H47 1.091, H74 1.091
67 N -1.41209 -1.40249 1.87543  C5 1.305, C38 1.353
68 N -2.68917 -3.19909 1.80077  C5 1.318, H33 1.008, N87 1.373
69 H 0.75369 5.88354 -2.30950  C77 1.093
70 C -0.77711 3.45314 2.32530  C30 1.381, H79 1.082, C89 1.365
71 C -0.34050 6.78165 -0.12947  H35 1.097, N42 1.448, C54 1.532, H72 1.094
72 H 0.73061 6.55969 -0.09846  C71 1.094
73 H -1.69579 7.38100 -3.40920  C65 1.091
74 H -2.86136 4.99107 -3.01348  C66 1.091
75 H -1.73601 -8.47714 0.66578  C81 1.091
76 H -0.30893 6.91276 -4.38060  C65 1.092
77 C -0.32804 5.96544 -2.44191  N42 1.455, H53 1.094, C65 1.533, H69 1.093
78 H 0.55429 -4.58680 -0.17760  C3 1.099
79 H -0.18753 4.35414 2.43540  C70 1.082
80 H -0.45605 -7.98390 -2.89926  C43 1.091
81 C -0.73851 -8.31036 0.25599  H46 1.091, H48 1.090, H75 1.091, C88 1.522
82 H 0.06999 8.72827 -1.03476  C54 1.089
83 H 0.20687 2.81478 0.49489  C30 1.077
84 C 2.95027 0.98504 1.74009  H6 1.096, N10 1.454, H55 1.093, C62 1.533
85 H -4.14354 0.39599 2.19900  N41 1.008
86 H -0.09541 8.05062 -3.06576  C65 1.088
87 N -3.52451 -2.12625 1.98809  C38 1.359, P58 1.747, N68 1.373
88 C -0.65665 -6.92066 -0.35834  N4 1.449, H34 1.098, H36 1.101, C81 1.522
89 C -1.72920 3.21597 3.27433  H22 1.081, N63 1.331, C70 1.365

Computed properties:
Gap between HOMO and LUMO in eV: 6.518
Calculated total energy in Ha: -1839.32955
Total charge: +1
E_HOMO in eV: -9.868